Entry 1:
Density functional theory data (the ωB97M-V functional and the def2-TZVPD basis) for a 2-piece molecular cluster, C9H14O overall.

Properties
- relative energy (zero: lowest compared OMol25 entry of this formula, charge and spin) (eV) = 0.351
- LUMO energy (eV) = 0.9
- HOMO level (hartree) = -0.31082

Geometry as XYZ:
```
24
C9H14O the ωB97M-V functional and the def2-TZVPD basis
C 0.06825 -0.85484 3.03575
C -0.06540 -1.02556 1.54198
C -1.30092 -0.89651 0.92408
C -1.47083 -1.18200 -0.42609
C -0.35500 -1.51042 -1.18029
O -0.56095 -1.84022 -2.49281
C 0.89362 -1.54696 -0.59340
C 1.05416 -1.29538 0.76257
H 0.34473 -1.79429 3.52396
H -0.88721 -0.52693 3.45959
H 0.74713 -0.04066 3.30511
H -2.14752 -0.61653 1.53786
H -2.41175 -1.05115 -0.94644
H 0.28535 -1.99789 -2.93299
H 1.79030 -1.70724 -1.18644
H 2.04902 -1.29464 1.17863
C 0.78469 1.97691 -0.89387
C -0.23226 2.84982 -1.57846
H 0.27003 1.23170 -0.28690
H 1.40548 1.34566 -1.53062
H 1.44307 2.41969 -0.14971
H 0.12603 3.47852 -2.39257
H -0.68117 3.59587 -0.89320
H -1.14885 2.28302 -1.78574
```

***

Entry 2:
Density functional theory data (the ωB97M-V functional and the def2-TZVPD basis) for a 4-piece molecular cluster, C38H56IN3O6 overall.

Properties
- relative energy (zero: lowest compared OMol25 entry of this formula, charge and spin) (eV) = 0.745
- LUMO energy (eV) = -1.3
- HOMO level (hartree) = -0.29997

Geometry as XYZ:
```
104
C38H56IN3O6 the ωB97M-V functional and the def2-TZVPD basis
C -1.19310 -0.96422 3.30329
C -1.04713 -1.81416 2.05441
O 0.07488 -1.48334 1.22130
C 0.08477 -0.21269 0.73556
C 0.92096 0.73397 1.20458
C 1.85640 0.37174 2.32214
I 2.13906 1.89635 3.80513
C 3.21442 -0.13083 1.79670
C 3.61663 0.38938 0.43130
C 0.86852 2.06223 0.54969
O 1.34153 3.06409 1.04500
C 0.21991 2.16655 -0.80254
C 0.54456 3.41835 -1.56218
C -0.23885 4.62435 -1.02103
C -1.75841 4.47956 -1.15560
C -2.54400 4.92420 0.10070
C -3.60224 3.88747 0.54043
C -4.96928 4.49652 0.88749
C -6.00101 4.39540 -0.24779
C -7.21520 3.55718 0.12339
C -6.88420 2.09610 0.45341
C -7.20724 1.11794 -0.68301
C -8.53740 0.40833 -0.52427
O -8.69321 -0.16210 0.75859
C -8.55524 -1.55988 0.77293
C -0.60714 1.21354 -1.25483
C -1.33252 1.20218 -2.56349
C -0.67673 0.40271 -3.70087
O 0.42066 -0.43712 -3.28070
C 1.53627 -0.19839 -4.02782
O 2.54878 0.23032 -3.52627
C -0.87810 0.05110 -0.37596
O -1.84412 -0.66214 -0.55985
H -2.20656 -1.10172 3.66640
H -1.07289 0.09975 3.12615
H -0.52959 -1.27304 4.10352
H -1.97829 -1.81451 1.50199
H -0.87469 -2.83666 2.36524
H 1.40479 -0.44277 2.85763
H 3.15326 -1.21484 1.74387
H 3.99568 0.08076 2.51716
H 4.64691 0.08850 0.26737
H 3.57508 1.47120 0.33835
H 3.06284 -0.06116 -0.37989
H 1.60136 3.60803 -1.40660
H 0.36984 3.28363 -2.62102
H 0.01268 4.78529 0.01601
H 0.07219 5.48622 -1.60440
H -2.03888 3.44966 -1.33752
H -2.13147 5.05530 -1.99631
H -1.85830 5.07507 0.92352
H -3.08468 5.83874 -0.11164
H -3.23003 3.36270 1.41569
H -3.76590 3.14620 -0.23632
H -4.87695 5.51266 1.25328
H -5.36222 3.92215 1.72383
H -5.56051 3.98087 -1.15075
H -6.35866 5.39813 -0.46512
H -7.88861 3.56379 -0.73269
H -7.77866 4.00425 0.93619
H -5.84611 1.95669 0.73723
H -7.47254 1.79446 1.31339
H -6.42786 0.35939 -0.70904
H -7.19394 1.60371 -1.65618
H -9.37893 1.06081 -0.74259
H -8.57751 -0.38651 -1.27087
H -9.22906 -2.04277 0.06806
H -8.80672 -1.90927 1.76699
H -7.52272 -1.85259 0.58382
H -2.33177 0.82743 -2.37760
H -1.45290 2.22001 -2.90595
H -1.42083 -0.22047 -4.18328
H -0.32991 1.08926 -4.46797
H 1.49178 -0.40218 -5.10296
C 4.05915 -4.87219 -1.92914
C 3.26682 -3.75254 -2.30323
C 4.05058 -2.93512 -3.07323
N 5.28214 -3.52250 -3.18177
C 5.29677 -4.70152 -2.48805
H 3.75891 -5.70844 -1.32029
H 2.23906 -3.56674 -2.03483
H 3.82824 -1.99300 -3.54336
H 6.05859 -3.14426 -3.69118
H 6.18118 -5.31331 -2.45067
C 4.70258 -9.02096 1.48794
C 5.08391 -7.80495 2.11852
C 4.15676 -6.85901 1.77494
N 3.23250 -7.45528 0.96075
C 3.55656 -8.77289 0.78228
H 5.21224 -9.96768 1.54640
H 5.94068 -7.64463 2.75064
H 4.07597 -5.81818 2.03684
H 2.43950 -6.99572 0.55502
H 2.94737 -9.41620 0.17141
C 9.27321 1.13187 2.24519
C 9.06625 0.52701 0.97535
C 7.71391 0.46913 0.76743
N 7.09836 1.01100 1.86024
C 8.03973 1.42063 2.76381
H 10.21822 1.33192 2.72098
H 9.82413 0.17618 0.29480
H 7.13781 0.09144 -0.05754
H 6.10566 1.09566 1.98004
H 7.75227 1.87939 3.69388
```

***

Entry 3:
Density functional theory data (the ωB97M-V functional and the def2-TZVPD basis) for a 8-piece molecular cluster, C25H44BN3O29S7 overall.

Properties
- LUMO energy (eV) = -0.2
- HOMO level (hartree) = -0.34036

Geometry as XYZ:
```
109
C25H44BN3O29S7 the ωB97M-V functional and the def2-TZVPD basis
C -1.54267 0.66473 2.60805
C -2.66229 0.61673 2.18433
C -4.05691 0.64425 1.70356
C -4.18953 0.70714 0.17539
C -5.66675 0.91418 -0.10048
N -6.78269 1.13895 -0.25453
N -3.66626 -0.45929 -0.52893
C -4.14015 -1.75892 0.00424
C -2.98542 -2.46759 0.74927
C -3.40196 -3.23015 2.01471
C -3.47116 1.96217 -0.44654
C -3.43666 3.11966 0.46954
N -3.61564 3.99177 1.19580
B -1.98601 1.61614 -0.98026
C -1.73518 0.98187 -2.41019
O -0.91390 1.93053 -0.15199
H -0.51254 0.85966 2.80861
H -4.55627 -0.22964 2.13539
H -4.55609 1.50831 2.15298
H -4.00358 -0.39208 -1.48435
H -5.04645 -1.66091 0.61677
H -4.42943 -2.37939 -0.84935
H -2.55837 -3.19609 0.04939
H -2.18326 -1.75666 0.95413
H -4.18246 -2.72977 2.59888
H -2.52370 -3.26903 2.67521
H -3.66112 -4.27424 1.83084
H -4.06721 2.25596 -1.32102
H -1.02949 0.14783 -2.38038
H -1.37941 1.79757 -3.04911
H -2.65293 0.60431 -2.87646
H -0.59393 1.12897 0.28192
O -0.15040 -4.61155 2.66171
S -1.03658 -5.58831 3.18306
O -2.06210 -6.17883 2.39984
O -1.68179 -5.00807 4.53517
C -1.40059 -5.88587 5.63065
C -0.08655 -6.54332 5.27157
O -0.17438 -6.76225 3.85033
H -2.20967 -6.61725 5.69731
H -1.34310 -5.32521 6.56066
H 0.06806 -7.48352 5.79154
H 0.74819 -5.88332 5.45961
O 1.31653 -0.58561 2.70371
S 2.71726 -0.80231 2.62477
O 3.30969 -2.03171 3.00334
O 3.45161 0.40097 3.39364
C 4.35428 1.07620 2.50402
C 3.74577 0.89401 1.13035
O 3.21799 -0.43754 1.14550
H 5.33015 0.59147 2.57482
H 4.45042 2.12183 2.78017
H 4.47458 1.00518 0.33445
H 2.91732 1.58741 0.96423
O -0.92049 5.15676 -2.54691
S 0.27580 4.43709 -2.28226
O 0.25207 3.13092 -1.72985
O 1.24385 5.37313 -1.40986
C 2.49323 5.56992 -2.08347
C 2.15058 5.46381 -3.55342
O 1.17047 4.42526 -3.62962
H 3.17997 4.77987 -1.77562
H 2.91652 6.53575 -1.82158
H 3.01390 5.21854 -4.16708
H 1.69508 6.38827 -3.91868
O 5.48216 5.15209 -0.94732
S 5.92624 3.82933 -0.69447
O 5.82569 3.23253 0.58881
O 7.43050 3.69113 -1.22130
C 7.52163 2.63876 -2.19204
C 6.15372 2.59332 -2.83867
O 5.24075 2.83892 -1.75844
H 7.74630 1.70791 -1.66791
H 8.31264 2.85157 -2.90574
H 5.94185 1.63557 -3.30547
H 6.03399 3.39122 -3.57480
O -1.73824 -3.78777 -3.82733
S -2.67383 -2.80788 -4.24117
O -3.75883 -2.39454 -3.42490
O -3.23828 -3.23231 -5.68235
C -2.98633 -2.19578 -6.63637
C -1.73106 -1.51270 -6.13842
O -1.86894 -1.49754 -4.71312
H -3.83915 -1.51371 -6.63524
H -2.86343 -2.61914 -7.62971
H -1.62575 -0.50066 -6.51984
H -0.83804 -2.09032 -6.38786
O 0.35934 8.11698 -9.19811
S -0.53415 7.07887 -8.82982
O -1.46803 6.53009 -9.74318
O -1.30111 7.52723 -7.49375
C -1.08100 6.56873 -6.45078
C 0.27688 5.97500 -6.75958
O 0.31118 5.87219 -8.18654
H -1.86746 5.81391 -6.50573
H -1.11398 7.05193 -5.47773
H 0.41777 4.99857 -6.30320
H 1.08348 6.64389 -6.44724
O 0.61569 -4.43282 9.12914
S 1.16210 -5.68296 8.74849
O 1.47558 -5.98338 7.39499
O 0.22001 -6.84382 9.33199
C 0.98204 -7.71957 10.17375
C 2.08381 -6.84675 10.73647
O 2.45147 -5.98952 9.64761
H 1.38680 -8.52325 9.55546
H 0.34899 -8.14334 10.94858
H 2.94159 -7.42143 11.07392
H 1.72016 -6.22179 11.55473
```

***

Entry 4:
Density functional theory data (the ωB97M-V functional and the def2-TZVPD basis) for C30H55ClP2PdSi2Te as an isolated structure.

Properties
- ⟨S²⟩ = 6.04
- LUMO energy (alpha / beta) (eV) = 0.3 / -2.0
- spin multiplicity = 5
- HOMO level (alpha / beta) (hartree) = -0.08068 / -0.25842

Geometry as XYZ:
```
92
C30H55ClP2PdSi2Te the ωB97M-V functional and the def2-TZVPD basis
Pd -0.20159 -0.06053 -0.48245
C 1.94512 -0.24973 -2.76948
C 1.14748 -1.39969 -2.59587
C -0.23244 -0.95777 -2.64895
Si 1.79294 -3.00463 -1.92268
C -0.23341 0.46897 -2.76868
C 1.14712 0.91210 -2.80023
Si 1.79135 2.60937 -2.41379
H 3.02727 -0.25329 -2.82987
H -1.09939 -1.58044 -2.80611
H -1.10128 1.05197 -3.03610
Cl -3.45028 0.14170 2.00079
C 3.67011 2.61051 -2.32889
C 1.22956 3.76685 -3.75941
C 3.67284 -2.98676 -1.83185
C 1.23663 -4.37695 -3.05005
H 1.81730 3.55919 -4.66274
H 1.39510 4.81496 -3.48273
H 0.17453 3.63911 -4.01967
H 4.03477 2.05094 -1.45501
H 4.04605 3.64417 -2.26404
H 4.09261 2.15037 -3.23603
H 1.79073 -4.29681 -3.99388
H 0.17078 -4.32862 -3.29181
H 1.44995 -5.36139 -2.61664
H 4.09791 -2.69124 -2.80451
H 4.04937 -3.99296 -1.58568
H 4.03289 -2.28187 -1.06752
C 1.07247 3.09505 -0.73640
C 1.06918 -3.19766 -0.18907
P -0.52926 2.31583 -0.35259
H 0.98376 4.18770 -0.68628
H 1.76484 2.79762 0.06308
P -0.52830 -2.35876 0.05511
H 1.76096 -2.77374 0.55122
H 0.97333 -4.26608 0.04197
C -1.08221 -2.85516 1.78644
C -1.62630 -3.46165 -0.97230
C -1.62362 3.22867 -1.55981
C -1.08337 3.10688 1.26561
C -1.03509 2.12306 2.41462
H -2.13899 3.36625 1.06902
C -0.34572 4.37487 1.65484
H 0.70902 4.17150 1.83165
H -0.76588 4.73497 2.59828
H -0.42989 5.18311 0.92868
H -1.72461 1.30373 2.19158
H -1.37196 2.60776 3.33669
H -0.04057 1.69733 2.56091
H -1.21155 2.99427 -2.55488
C -1.65226 4.76498 -1.41636
C -3.08297 2.75391 -1.54379
H -0.66407 5.22483 -1.52898
H -2.08569 5.07434 -0.45254
H -2.29193 5.19061 -2.21137
H -3.16007 1.68838 -1.78231
H -3.68256 3.29372 -2.29942
H -3.55558 2.94697 -0.56892
H -1.21754 -3.40463 -1.99471
C -3.08651 -2.99023 -1.03780
C -1.65731 -4.95158 -0.56687
H -0.66948 -5.42497 -0.60127
H -2.30008 -5.50713 -1.27522
H -2.08770 -5.08914 0.43754
H -3.16192 -1.98478 -1.46412
H -3.55698 -3.00388 -0.04282
H -3.68920 -3.65525 -1.68415
C -1.02744 -1.69049 2.74841
C -0.34624 -4.03665 2.38790
H -2.13852 -3.14186 1.63805
H 0.70833 -3.80614 2.52414
H -0.43267 -4.95846 1.81418
H -0.76400 -4.22467 3.38059
H -0.03750 -1.23740 2.80975
H -1.36038 -2.00688 3.74158
H -1.71957 -0.92485 2.38833
C -4.18722 0.03730 0.38199
H -5.27105 0.01885 0.38452
H -3.78120 -0.85625 -0.07633
H -3.80789 0.88486 -0.17408
Te 2.22343 0.06879 0.88451
C 2.30402 0.28548 2.96225
C 2.30696 -0.85836 3.79659
C 2.26325 -0.70332 5.18454
C 2.23478 0.57713 5.73901
C 2.29946 1.71010 4.92901
C 2.34584 1.57183 3.54293
H 2.33956 -1.85143 3.34650
H 2.25734 -1.58593 5.82976
H 2.17062 0.68722 6.81677
H 2.32127 2.69926 5.37908
H 2.41038 2.44264 2.89867
```

***

no.,F_max (eV/Å)
1,1.73
2,2.02
3,1.70
4,3.05